ORCA calculation (ωB97M-V with the def2-TZVPD basis set) on a structure of composition C29H51As3Cl5N4O2PSV.

Positions of all 97 atoms, in Å:
V  -1.44322  -2.35443  1.56887
C  -1.14149  1.58989  3.22046
As  -0.74609  -0.27904  2.93808
C  -1.78132  -0.91965  4.49481
C  1.08721  -0.52619  3.57450
C  2.21441  -0.60828  2.52959
C  3.52623  -0.62233  3.33366
C  2.24952  -1.92131  1.70973
As  0.83183  -2.64195  0.53086
C  1.42348  -2.25564  -1.26473
C  1.35956  -4.51406  0.57758
C  2.19030  0.62075  1.60331
As  2.41163  2.33317  2.60075
C  1.89319  3.58146  1.18750
C  4.34029  2.58312  2.38368
H  -1.02332  1.77152  4.28758
H  -2.16390  1.79461  2.91052
H  -0.45592  2.22539  2.66795
H  -1.18718  -0.80369  5.40126
H  -2.09541  -1.96012  4.42509
H  -2.67179  -0.29562  4.56111
H  1.07765  -1.41579  4.20737
H  1.28899  0.32353  4.23108
H  3.59750  -1.52233  3.94776
H  3.58820  0.23455  4.00676
H  4.39149  -0.59748  2.66855
H  2.44444  -2.75841  2.38736
H  3.12411  -1.85671  1.05520
H  2.51121  -2.18582  -1.23744
H  0.97823  -1.33891  -1.63020
H  1.12178  -3.09690  -1.88674
H  2.35419  -4.59802  0.13880
H  0.65270  -5.08007  -0.02827
H  1.37317  -4.90586  1.59028
H  1.25881  0.66942  1.02421
H  2.99875  0.54179  0.86960
H  0.90168  3.33926  0.80303
H  2.60741  3.55362  0.36718
H  1.87846  4.58679  1.60715
H  4.89929  1.93656  3.05555
H  4.57523  3.61855  2.62898
H  4.63673  2.38451  1.35316
Cl  -4.35941  -4.61763  0.27542
C  -3.29023  -5.10882  1.55148
C  -2.19774  -4.31122  1.88911
C  -1.48207  -4.78488  2.96478
Cl  -0.16409  -3.69374  3.50867
C  -1.69208  -5.95300  3.67976
Cl  -0.68575  -6.40089  4.99064
C  -2.76694  -6.73830  3.27187
Cl  -3.09687  -8.20689  4.08269
C  -3.57484  -6.30618  2.20971
Cl  -4.91398  -7.27231  1.75038
O  -0.31590  0.25278  -0.83151
P  -0.42020  1.22337  -1.95993
N  0.97940  1.32236  -2.82646
C  1.10796  1.97206  -4.15268
C  2.51698  2.56110  -4.15065
C  3.27674  1.63386  -3.20707
C  2.25894  1.39467  -2.10233
N  -0.82833  2.70856  -1.35666
C  -0.86206  3.91692  -2.19506
C  -1.53426  4.95704  -1.30381
C  -2.52313  4.11952  -0.49686
C  -1.72570  2.85419  -0.19617
N  -1.52395  0.91866  -3.15197
C  -1.38845  -0.17948  -4.11525
C  -2.48569  0.13649  -5.12427
C  -3.61425  0.74922  -4.27237
C  -2.96206  1.09424  -2.91853
H  0.33642  2.72459  -4.30600
H  1.00212  1.22953  -4.94689
H  2.50472  3.57687  -3.74806
H  2.94232  2.60209  -5.15194
H  4.20686  2.05836  -2.83162
H  3.50843  0.69266  -3.71110
H  2.25542  2.23103  -1.40199
H  2.43394  0.48346  -1.53457
H  -1.44751  3.74714  -3.10728
H  0.14617  4.21382  -2.49058
H  -2.00463  5.75296  -1.87808
H  -0.79608  5.41044  -0.63843
H  -3.39842  3.88412  -1.10662
H  -2.87075  4.61467  0.40893
H  -2.34730  1.96693  -0.06140
H  -1.13958  2.98608  0.71598
H  -1.57339  -1.15001  -3.64002
H  -0.39002  -0.20902  -4.54244
H  -2.80405  -0.74551  -5.67726
H  -2.11590  0.86823  -5.84306
H  -4.43867  0.05181  -4.13096
H  -4.02276  1.63952  -4.74724
H  -3.31827  0.41379  -2.13532
H  -3.17130  2.11334  -2.59425
O  -1.57291  -3.54602  -1.80864
S  -2.44109  -2.47152  -1.36396
N  -2.29389  -2.01094  0.05833

2S+1: 3
LUMO level (alpha / beta), eV: -3.62 / -3.41
Relative energy (zero: lowest compared OMol25 entry of this formula, charge and spin), eV: 2.152
Max |F|, eV Å⁻¹: 1.6
Kohn-Sham gap (alpha / beta), eV: 7.4 / 7.6
Total charge: +1
E_HOMO (alpha / beta), eV: -10.98 / -10.99

Here is what Mulliken gives for the atomic charges, in e: -0.472, -1.164, 1.053, -1.249, -2.043, 1.782, -2.311, -2.427, 1.283, -0.697, -1.383, 0.012, 0.269, -0.598, -1.296, 0.492, 0.470, -0.072, 0.421, 0.403, 0.446, 0.680, 0.815, 0.522, 0.498, 0.451, 0.737, 0.664, 0.527, -0.436, 0.576, 0.470, 0.416, 0.416, -0.654, 0.945, -0.384, 0.364, 0.529, 0.389, 0.430, 0.379, -0.172, 1.126, -1.132, 1.464, -0.199, -0.803, -0.176, 0.735, -0.162, -0.337, -0.155, -0.354, -1.388, 0.643, -0.482, -0.818, -0.752, 0.661, 0.870, -0.409, -0.786, -0.852, 0.204, 0.304, -0.270, -0.764, -0.744, 0.036, 0.284, 0.414, 0.261, 0.430, 0.406, 0.339, -0.335, -0.450, 0.392, 0.053, 0.413, 0.310, 0.318, 0.405, 0.147, -0.241, -0.084, 0.386, 0.422, 0.256, 0.354, 0.311, 0.103, -0.124, -0.448, 0.236, -0.099

ORCA calculation (ωB97M-V with the def2-TZVPD basis set) on a cluster of 4 separate species, C29H51BBr2F3N8O5S in total.

Positions of all 100 atoms, in Å:
C  -3.10074  0.86413  3.74089
C  -2.15764  0.27780  2.70100
C  -2.94685  -0.54724  1.68565
C  -2.14755  -1.26206  0.59310
C  -0.86599  -0.53567  0.20368
N  -0.37883  -0.93975  -1.10998
C  -0.76598  -0.61387  -2.36092
N  -1.72879  0.21377  -2.78085
S  -2.76638  1.14634  -1.80705
B  -1.90544  0.31202  -4.30203
O  -2.90910  -0.45723  -4.82168
N  -1.05952  1.11746  -5.09036
C  -0.08841  1.95419  -4.38205
C  -0.48403  0.42077  -6.25867
N  0.00622  -1.25247  -3.26471
C  0.86677  -1.96807  -2.57029
C  1.91159  -2.82369  -3.21404
O  3.22689  -2.38419  -2.95458
C  3.55986  -1.19206  -3.59483
C  4.22966  -1.26972  -4.81318
C  4.61899  -0.09669  -5.46087
C  4.34047  1.14578  -4.88901
C  3.65236  1.21102  -3.67754
C  3.25425  0.04128  -3.02412
N  0.66877  -1.83465  -1.25513
C  1.34773  -2.50179  -0.15119
C  2.74234  -1.97959  0.16694
C  2.79200  -1.06945  1.36856
F  2.08680  0.07621  1.11390
Br  2.04848  -1.93970  2.93176
C  4.23222  -0.64904  1.75946
F  4.95599  -1.73939  2.05252
F  4.14811  0.13315  2.84661
Br  5.10334  0.35167  0.36712
H  -2.56403  1.35085  4.55079
H  -3.77666  1.59392  3.29927
H  -3.71508  0.08098  4.18245
H  -1.45291  -0.37702  3.21894
H  -1.60525  1.08605  2.22344
H  -3.69758  0.09970  1.22969
H  -3.50438  -1.29248  2.25025
H  -1.88855  -2.26087  0.94682
H  -2.76855  -1.36511  -0.29331
H  -0.09252  -0.69061  0.94746
H  -1.03128  0.53646  0.16786
H  -3.90386  0.56694  -2.21663
H  -3.65424  0.03703  -5.19834
H  0.10083  2.86025  -4.95655
H  -0.48985  2.27723  -3.42759
H  0.86679  1.44591  -4.25381
H  0.59666  0.53603  -6.24451
H  -0.86913  0.81856  -7.19402
H  -0.70417  -0.64236  -6.23601
H  1.81791  -3.85590  -2.88293
H  1.69534  -2.80129  -4.28148
H  4.44601  -2.23649  -5.24206
H  5.14846  -0.15414  -6.39908
H  4.65630  2.05925  -5.36786
H  3.43587  2.16559  -3.22189
H  2.72393  0.12043  -2.08497
H  0.71249  -2.46259  0.72689
H  1.40432  -3.55273  -0.42029
H  3.38746  -2.82929  0.37515
H  3.18663  -1.45396  -0.67177
C  -1.44610  2.65224  5.51495
O  -2.23052  3.56152  5.69680
N  -0.97342  1.83347  6.47188
C  -0.05073  0.75980  6.16226
C  -1.40676  2.04051  7.84385
H  -1.04344  2.41036  4.51355
H  -0.47853  -0.20693  6.43764
H  0.89560  0.88228  6.69167
H  0.14940  0.76095  5.09206
H  -2.49005  1.94727  7.92066
H  -1.13227  3.03870  8.18424
H  -0.93226  1.29791  8.47979
C  4.38141  0.65760  7.39381
O  3.39138  0.21933  6.83342
N  5.39871  1.26673  6.75889
C  6.55680  1.78553  7.45786
C  5.30232  1.39803  5.31483
H  4.52235  0.59374  8.48502
H  6.65260  2.86139  7.30166
H  7.46934  1.30007  7.10740
H  6.45125  1.59764  8.52403
H  4.40555  1.95886  5.04966
H  5.23690  0.41258  4.86380
H  6.18002  1.91550  4.93534
C  -6.00404  -0.81516  -5.39119
O  -5.46324  -0.25973  -6.33368
N  -7.32634  -0.90030  -5.19799
C  -7.89885  -1.55997  -4.04161
C  -8.21124  -0.31050  -6.19393
H  -5.41217  -1.28991  -4.58800
H  -8.53039  -2.39522  -4.34732
H  -8.50345  -0.86169  -3.46049
H  -7.10036  -1.94283  -3.40910
H  -8.04678  -0.76905  -7.16820
H  -8.01939  0.75780  -6.28873
H  -9.24187  -0.46815  -5.88885

LUMO level, eV: -2.22
Max |F|, eV Å⁻¹: 1.6
Kohn-Sham gap, eV: 8.5
Total charge: +1
E_HOMO, eV: -10.67

These are the Mulliken partial charges, in e, on atoms 1 to 99: -1.096, 0.158, -1.054, -0.022, -1.235, 0.777, 0.470, -0.444, -0.188, 1.030, -0.682, 0.032, -1.055, -0.960, -0.275, 0.242, -1.222, -0.447, 0.372, -0.395, -0.576, -0.584, -1.064, 0.152, 0.139, -1.031, -0.683, 0.145, -0.284, 0.003, 0.589, -0.228, -0.063, -0.065, -0.059, 0.410, 0.378, 0.135, 0.342, 0.330, 0.380, 0.269, 0.277, 0.069, 0.682, 0.164, 0.311, 0.385, 0.271, 0.260, 0.279, 0.337, 0.325, 0.453, 0.425, 0.495, 0.443, 0.454, 0.455, 0.700, 0.649, 0.349, 0.389, 0.184, -0.194, -0.638, 0.202, -0.851, -0.998, 0.526, 0.285, 0.507, 0.150, 0.309, 0.300, 0.399, 0.066, -0.578, 0.169, -0.910, -0.935, 0.281, 0.328, 0.333, 0.293, 0.267, 0.288, 0.380, 0.308, -0.702, 0.092, -0.906, -0.938, 0.194, 0.337, 0.344, 0.306, 0.302, 0.298

Question: What is the formula in the second record?
Answer: C29H51BBr2F3N8O5S